8
Properties=species:S:1:pos:R:3:lowdin_charge:R:1 method="wB97M-V/def2-TZVPD" smiles="[H]/N=[N+](/C)[O-]" charge=0 e_tot_ha=-225.13394 e_lumo_ev="0.406 / 0.406" relative_energy_kcal_mol=99.2 homo_lumo_gap_ha="0.3878 / 0.3877"
H 1.593 -1.564 0.014 0.0870
N 0.618 -1.298 0.005 0.1561
N 0.538 -0.079 0.004 -0.4023
C -0.842 0.374 0.012 -0.0194
O 1.591 0.779 0.022 -0.1045
H -1.509 0.103 -0.847 0.1112
H -0.771 1.533 -0.128 0.1288
H -1.217 0.153 0.918 0.0430